1.
Below is one molecule with the formula C4H5NO, with properties calculated with wB97M-V/def2-TZVPD.

```
11
Properties=species:S:1:pos:R:3
C 1.070 0.443 1.235
C 0.148 0.035 0.133
C -1.165 -0.285 0.176
O -1.583 -0.563 -1.095
C -0.482 -0.386 -1.846
N 0.572 -0.038 -1.192
H 1.129 1.536 1.315
H 2.080 0.074 1.036
H 0.738 0.048 2.199
H -1.914 -0.332 0.951
H -0.591 -0.533 -2.912
```

The net charge is 0. The energy above the lowest of the compared OMol25 structures with the same formula, charge and spin comes out at 33.1 kJ/mol. The calculation puts the largest force on an atom at 0.3 eV/A. Its HOMO-LUMO gap is 10.289 eV. For the highest occupied orbital energy, the calculation gives -9.23 eV. The structure (SMILES) is Cc1cocn1.

Results of the Löwdin charge analysis, in e, for atoms 1 through 8: C -0.041; C -0.337; C -0.065; O 0.025; C -0.204; N 0.128; H 0.080; H 0.078

2.
Below is C4H5NO as an isolated structure, with properties calculated with wB97M-V/def2-TZVPD.

```
11
Properties=species:S:1:pos:R:3
C -1.066 -0.735 0.621
C 0.102 0.241 0.530
C 1.136 -0.101 -0.776
O 0.766 -0.736 -1.725
C 0.000 1.441 -0.274
N 0.402 2.070 -1.173
H -1.990 -0.298 1.017
H -1.260 -1.127 -0.380
H -0.791 -1.572 1.274
H 0.575 0.458 1.509
H 2.126 0.359 -0.623
```

The net charge is 0. The energy above the lowest of the compared OMol25 structures with the same formula, charge and spin comes out at 198.7 kJ/mol. The calculation puts the largest force on an atom at 2.1 eV/A. Its HOMO-LUMO gap is 10.655 eV. For the highest occupied orbital energy, the calculation gives -10.06 eV.

Results of the Löwdin charge analysis, in e, for atoms 1 through 8: C -0.064; C -0.227; C -0.258; O 0.058; C -0.226; N 0.195; H 0.083; H 0.079

3.
Below is C4H5NO as an isolated structure, with properties calculated with wB97M-V/def2-TZVPD.

```
11
Properties=species:S:1:pos:R:3
O 0.497 0.683 2.210
C 0.276 0.391 1.078
C -0.262 0.981 -0.175
C 0.189 -0.010 -1.086
N 1.535 -0.520 -0.680
C 0.487 -0.890 0.140
H -2.084 -0.749 0.639
H -1.172 1.564 -0.258
H -0.222 -0.339 -2.028
H 2.190 0.174 -0.319
H -1.434 -1.285 0.479
```

The net charge is 0. The energy above the lowest of the compared OMol25 structures with the same formula, charge and spin comes out at 619.0 kJ/mol. The calculation puts the largest force on an atom at 2.8 eV/A. Its HOMO-LUMO gap is 8.017 eV. For the highest occupied orbital energy, the calculation gives -9.03 eV.

Results of the Löwdin charge analysis, in e, for atoms 1 through 8: O 0.136; C -0.401; C 0.024; C -0.230; N 0.095; C -0.135; H 0.092; H 0.110

4.
Below is one molecule with the formula C4H5NO, with properties calculated with wB97M-V/def2-TZVPD.

```
11
Properties=species:S:1:pos:R:3
C -0.289 2.095 1.440
C 0.201 1.333 0.644
C 0.798 0.326 -0.252
N 0.239 -1.153 0.015
C -0.752 -1.422 -0.870
O -0.998 -0.632 -1.763
H -0.730 2.749 2.163
H 0.669 0.731 -1.304
H 1.863 0.221 -0.095
H 0.330 -1.882 0.774
H -1.330 -2.366 -0.751
```

The net charge is 0. The energy above the lowest of the compared OMol25 structures with the same formula, charge and spin comes out at 253.8 kJ/mol. The calculation puts the largest force on an atom at 2.3 eV/A. Its HOMO-LUMO gap is 10.730 eV. For the highest occupied orbital energy, the calculation gives -9.82 eV. The structure (SMILES) is C#CCNC=O.

Results of the Löwdin charge analysis, in e, for atoms 1 through 8: C 0.107; C -0.132; C -0.139; N 0.038; C -0.400; O -0.018; H 0.027; H 0.133

5.
Below is one molecule with the formula C4H5NO, with properties calculated with wB97M-V/def2-TZVPD.

```
11
Properties=species:S:1:pos:R:3
N -1.824 0.441 -2.061
C -0.748 0.374 -1.643
C 0.532 0.314 -0.931
C 0.193 0.423 0.543
C -0.181 -0.786 1.266
O 1.087 -0.144 1.459
H 1.190 1.121 -1.269
H 1.042 -0.635 -1.126
H -0.266 1.373 0.823
H -0.873 -0.713 2.104
H -0.138 -1.753 0.759
```

The net charge is 0. The energy above the lowest of the compared OMol25 structures with the same formula, charge and spin comes out at 154.5 kJ/mol. The calculation puts the largest force on an atom at 1.1 eV/A. Its HOMO-LUMO gap is 11.865 eV. For the highest occupied orbital energy, the calculation gives -10.98 eV. The structure (SMILES) is N#CC[C@H]1CO1.

Results of the Löwdin charge analysis, in e, for atoms 1 through 8: N 0.149; C -0.221; C -0.122; C -0.340; C -0.092; O -0.024; H 0.126; H 0.131

6.
Below is one molecule with the formula C4H5NO, with properties calculated with wB97M-V/def2-TZVPD.

```
11
Properties=species:S:1:pos:R:3
C -2.156 -0.202 0.149
C -0.778 -0.706 0.497
O -0.600 -1.776 1.052
C 0.372 0.089 0.149
C 1.474 0.450 -0.212
N 2.727 0.722 -0.542
H -2.254 -0.052 -0.931
H -2.339 0.760 0.636
H -2.895 -0.932 0.483
H 3.454 0.102 -0.229
H 2.994 1.545 -1.052
```

The net charge is 0. The energy above the lowest of the compared OMol25 structures with the same formula, charge and spin comes out at 185.4 kJ/mol. The calculation puts the largest force on an atom at 0.6 eV/A. Its HOMO-LUMO gap is 9.699 eV. For the highest occupied orbital energy, the calculation gives -9.01 eV. The structure (SMILES) is CC(=O)C#CN.

Results of the Löwdin charge analysis, in e, for atoms 1 through 8: C -0.026; C -0.499; O 0.064; C 0.055; C -0.136; N 0.084; H 0.085; H 0.085